The following is a DFT calculation (the ωB97M-V functional and the def2-TZVPD basis) of an isolated molecule of C4H6N4 in a non-equilibrium geometry.

Results
- Charge: 0
- Highest occupied orbital energy: -9.066 eV
- Relative energy (zero: lowest compared OMol25 entry of this formula, charge and spin): 51.6 kcal per mole
- Gap between HOMO and LUMO: 9.779 eV
- LUMO level: 0.71 eV

```
14
C4H6N4 the ωB97M-V functional and the def2-TZVPD basis
H -3.59 0.62 -0.03
N -2.88 -0.12 0.07
N -1.84 0.53 -0.11
C -0.67 -0.27 -0.01
C -0.57 -1.68 0.03
N 0.68 -2.08 0.00
N 1.37 -0.93 -0.02
C 0.68 0.19 -0.03
C 1.34 1.58 0.04
H -1.36 -2.46 -0.02
H 2.38 -1.12 -0.08
H 0.54 2.35 0.11
H 2.03 1.61 0.87
H 1.90 1.76 -0.82
```

=====

The following is a DFT calculation (the ωB97M-V functional and the def2-TZVPD basis) of an isolated molecule of C4H6N4 in a non-equilibrium geometry.

Results
- Charge: 0
- Highest occupied orbital energy: -9.385 eV
- Relative energy (zero: lowest compared OMol25 entry of this formula, charge and spin): 61.1 kcal per mole
- Gap between HOMO and LUMO: 10.040 eV
- LUMO level: 0.66 eV

```
14
C4H6N4 the ωB97M-V functional and the def2-TZVPD basis
N -2.55 1.03 -0.62
C -1.98 0.24 -0.01
N -1.43 -0.84 0.53
C -0.12 -1.18 -0.13
C 1.02 -0.55 0.80
N 1.68 0.58 0.18
C 1.11 1.40 -0.55
N 0.67 2.36 -1.10
H -1.51 -1.11 1.50
H -0.06 -0.83 -1.13
H -0.10 -2.29 -0.12
H 0.48 -0.40 1.74
H 1.84 -1.28 0.95
H 0.95 2.87 -2.03
```

=====

The following is a DFT calculation (the ωB97M-V functional and the def2-TZVPD basis) of an isolated molecule of C4H6N4 in a non-equilibrium geometry.

Results
- Charge: 0
- Highest occupied orbital energy: -8.796 eV
- Relative energy (zero: lowest compared OMol25 entry of this formula, charge and spin): 136.5 kcal per mole
- Gap between HOMO and LUMO: 9.493 eV
- LUMO level: 0.70 eV

```
14
C4H6N4 the ωB97M-V functional and the def2-TZVPD basis
H 0.86 2.20 -1.84
N -0.07 1.89 -1.33
C -0.19 0.71 -0.91
N -1.47 0.31 -0.34
N -1.70 -0.50 0.73
C -0.56 -0.86 1.39
C 0.74 -0.32 0.86
N 1.68 -1.08 -0.03
C 0.57 -0.49 -0.69
H -2.32 0.99 -0.41
H -0.88 -1.68 2.08
H 1.02 0.60 1.27
H 2.61 -0.54 0.02
H -0.29 -1.24 -0.81
```

=====

The following is a DFT calculation (the ωB97M-V functional and the def2-TZVPD basis) of an isolated molecule of C4H6N4 in a non-equilibrium geometry.

Results
- Charge: 0
- Multiplicity: 3
- Highest occupied orbital energy (alpha / beta): -7.118 / -8.320 eV
- Relative energy (zero: lowest compared OMol25 entry of this formula, charge and spin): 71.4 kcal per mole
- Gap between HOMO and LUMO (alpha / beta): 7.950 / 6.379 eV
- LUMO level (alpha / beta): 0.83 / -1.94 eV

```
14
C4H6N4 the ωB97M-V functional and the def2-TZVPD basis
C -1.42 -1.58 -0.05
C -1.06 -0.40 0.71
C -0.77 -1.80 -1.23
C 0.28 1.43 1.53
N -0.01 -1.32 -2.09
N 0.92 -0.07 -1.85
N 1.09 0.25 -0.56
N 0.01 0.35 0.60
H -2.29 -2.14 0.13
H -0.64 2.06 1.79
H 0.55 0.95 2.43
H 1.05 2.16 1.21
H 0.58 0.66 -2.46
H 1.69 -0.55 -0.17
```

=====

The following is a DFT calculation (the ωB97M-V functional and the def2-TZVPD basis) of a structure of composition C4H6N4O in a non-equilibrium geometry.

Results
- Charge: 0
- Highest occupied orbital energy: -8.490 eV
- Relative energy (zero: lowest compared OMol25 entry of this formula, charge and spin): 249.3 kcal per mole
- Gap between HOMO and LUMO: 8.075 eV
- LUMO level: -0.42 eV

```
15
C4H6N4O the ωB97M-V functional and the def2-TZVPD basis
C -1.85 0.64 -0.94
C 0.76 1.68 1.30
C 1.08 0.22 1.31
C 1.08 -2.27 -0.68
H -1.98 -0.94 -1.12
H -1.78 1.36 -2.16
H -2.76 1.09 0.02
H 0.86 2.48 2.02
H 2.21 -1.98 -0.12
H 0.36 -3.33 -0.96
N -0.40 0.91 -0.40
N -0.04 2.05 0.22
N 0.39 -0.26 0.10
N -0.02 -1.43 -0.55
O 2.10 -0.22 1.95
```

=====

The following is a DFT calculation (the ωB97M-V functional and the def2-TZVPD basis) of an isolated molecule of C4H6N4S2 in a non-equilibrium geometry.

Results
- Charge: 0
- Highest occupied orbital energy: -9.042 eV
- Relative energy (zero: lowest compared OMol25 entry of this formula, charge and spin): 5.8 kcal per mole
- Gap between HOMO and LUMO: 8.364 eV
- LUMO level: -0.68 eV

```
16
C4H6N4S2 the ωB97M-V functional and the def2-TZVPD basis
C 2.23 -1.76 0.64
S 2.28 -0.08 -0.10
C 0.61 0.59 -0.17
S 0.52 2.26 -0.22
N -0.51 -0.25 -0.09
N -0.40 -1.54 -0.44
C -1.65 -1.93 -0.43
N -2.56 -1.01 -0.03
C -1.82 0.06 0.21
N -2.31 1.26 0.69
H 1.62 -1.66 1.55
H 1.76 -2.57 0.05
H 3.24 -1.99 0.98
H -1.94 -2.93 -0.72
H -3.34 1.31 0.55
H -1.78 2.04 0.31
```

=====

The following is a DFT calculation (the ωB97M-V functional and the def2-TZVPD basis) of the ion C4H6N5O with charge +1 in a non-equilibrium geometry.

Results
- Charge: +1
- Highest occupied orbital energy (alpha / beta): -13.522 / -13.523 eV
- Relative energy (zero: lowest compared OMol25 entry of this formula, charge and spin): 92.3 kcal per mole
- Gap between HOMO and LUMO (alpha / beta): 8.372 / 8.374 eV
- LUMO level (alpha / beta): -5.15 / -5.15 eV

```
16
C4H6N5O the ωB97M-V functional and the def2-TZVPD basis
N 3.23 -1.26 0.63
N 2.34 -0.77 0.16
C 1.44 -0.17 -0.52
N 1.41 1.18 -0.76
C 0.40 1.89 -0.22
N -0.36 1.24 0.59
C -0.47 -0.04 0.80
C -1.36 -0.94 -0.10
N -2.61 -1.07 0.35
O -0.88 -1.47 -1.07
H 0.90 -1.00 -1.01
H 2.25 1.71 -1.01
H 0.23 2.91 -0.37
H -0.35 -0.53 1.74
H -2.84 -0.44 1.13
H -3.32 -1.25 -0.34
```

=====

The following is a DFT calculation (the ωB97M-V functional and the def2-TZVPD basis) of a cluster of 2 separate species, C4H6N5O2 in total in a non-equilibrium geometry.

Results
- Charge: +1
- Highest occupied orbital energy: -12.023 eV
- Relative energy (zero: lowest compared OMol25 entry of this formula, charge and spin): 165.7 kcal per mole
- Gap between HOMO and LUMO: 5.145 eV
- LUMO level: -6.88 eV

```
17
C4H6N5O2 the ωB97M-V functional and the def2-TZVPD basis
C -0.53 -1.79 0.06
C -2.31 -0.36 1.26
C 1.23 1.12 0.16
C -1.56 -0.80 0.17
N 0.34 -2.51 -0.18
N -2.96 0.73 0.89
N -1.73 0.15 -0.74
N 1.57 1.64 -1.04
N 1.89 0.07 0.71
O -2.67 1.10 -0.31
O 2.76 -0.71 -0.06
H -2.33 -0.72 2.31
H -1.38 0.20 -1.66
H 1.24 2.56 -1.29
H 2.43 1.32 -1.52
H 1.39 -0.37 1.47
H 2.63 -1.62 -0.23
```

=====

The following is a DFT calculation (the ωB97M-V functional and the def2-TZVPD basis) of the ion C4H6N5O2 with charge +1 in a non-equilibrium geometry.

Results
- Charge: +1
- Highest occupied orbital energy: -13.964 eV
- Relative energy (zero: lowest compared OMol25 entry of this formula, charge and spin): 51.4 kcal per mole
- Gap between HOMO and LUMO: 9.320 eV
- LUMO level: -4.64 eV

```
17
C4H6N5O2 the ωB97M-V functional and the def2-TZVPD basis
C 0.20 2.30 1.18
C 0.06 1.08 0.45
C 0.87 -1.43 -0.20
C -0.31 -0.51 -1.22
N 0.65 2.01 2.37
N 0.68 0.72 2.41
N 0.35 0.07 1.27
N 0.00 -0.79 -2.52
N -1.41 -1.00 -0.57
O -0.14 0.84 -0.88
O 1.12 -2.41 0.34
H 0.23 3.32 0.70
H 1.09 0.36 3.21
H -0.42 -1.49 -3.04
H 0.95 -0.62 -2.66
H -1.98 -0.55 0.03
H -1.93 -1.89 -0.88
```

=====

The following is a DFT calculation (the ωB97M-V functional and the def2-TZVPD basis) of an isolated molecule of C4H6N6O in a non-equilibrium geometry.

Results
- Charge: 0
- Highest occupied orbital energy: -8.840 eV
- Relative energy (zero: lowest compared OMol25 entry of this formula, charge and spin): 34.1 kcal per mole
- Gap between HOMO and LUMO: 8.667 eV
- LUMO level: -0.17 eV

```
17
C4H6N6O the ωB97M-V functional and the def2-TZVPD basis
N -1.57 0.96 -2.36
C -0.86 0.49 -1.28
N -1.05 1.13 -0.14
C -0.31 0.72 0.91
N -0.47 1.48 1.99
C 0.65 -0.28 0.83
N 1.49 -0.98 1.75
O 1.54 -0.48 2.88
C 0.72 -0.91 -0.47
N 1.58 -1.91 -0.70
N -0.05 -0.59 -1.51
H -2.52 1.34 -2.11
H -1.40 0.45 -3.26
H -0.01 1.21 2.89
H -1.31 2.03 2.09
H 1.69 -2.24 -1.66
H 1.86 -2.42 0.14
```

=====

The following is a DFT calculation (the ωB97M-V functional and the def2-TZVPD basis) of the ion C4H6NO with charge -1 in a non-equilibrium geometry.

Results
- Charge: -1
- Multiplicity: 3
- Highest occupied orbital energy (alpha / beta): 0.210 / -2.502 eV
- Relative energy (zero: lowest compared OMol25 entry of this formula, charge and spin): 61.1 kcal per mole
- Gap between HOMO and LUMO (alpha / beta): 4.415 / 6.392 eV
- LUMO level (alpha / beta): 4.63 / 3.89 eV

```
12
C4H6NO the ωB97M-V functional and the def2-TZVPD basis
C 0.71 -0.35 -0.54
C 1.48 -1.24 0.13
C 0.47 1.07 -0.03
C -0.89 0.59 -0.46
N -1.72 -0.04 0.34
O -2.83 -0.67 0.06
H 1.86 -2.06 -0.57
H 1.97 -1.04 1.08
H 0.59 1.43 0.92
H 0.86 1.77 -0.70
H -1.15 0.70 -1.53
H -1.34 -0.16 1.29
```

=====

The following is a DFT calculation (the ωB97M-V functional and the def2-TZVPD basis) of a cluster of 2 separate species, C4H6NO in total in a non-equilibrium geometry.

Results
- Charge: +1
- Highest occupied orbital energy: -13.658 eV
- Relative energy (zero: lowest compared OMol25 entry of this formula, charge and spin): 102.2 kcal per mole
- Gap between HOMO and LUMO: 8.479 eV
- LUMO level: -5.18 eV

```
12
C4H6NO the ωB97M-V functional and the def2-TZVPD basis
C 1.20 -0.73 0.55
C 0.15 -0.33 1.40
C 1.06 0.67 0.29
C -0.28 0.70 0.50
N -1.30 1.31 0.01
O -0.31 -1.22 -0.96
H 2.01 -1.43 0.56
H 1.78 1.38 0.30
H 0.08 -1.57 -1.75
H -1.15 1.96 -0.69
H -2.23 1.05 0.38
H -1.02 -1.80 -0.59
```

=====

The following is a DFT calculation (the ωB97M-V functional and the def2-TZVPD basis) of the ion C4H6NO with charge +1 in a non-equilibrium geometry.

Results
- Charge: +1
- Highest occupied orbital energy: -13.955 eV
- Relative energy (zero: lowest compared OMol25 entry of this formula, charge and spin): 58.4 kcal per mole
- Gap between HOMO and LUMO: 9.929 eV
- LUMO level: -4.03 eV

```
12
C4H6NO the ωB97M-V functional and the def2-TZVPD basis
C -2.03 0.00 0.03
C -0.99 1.05 0.01
C -0.30 -1.12 0.66
C 0.23 0.24 0.36
N 0.48 -0.89 -0.56
O -3.10 -0.38 -0.12
H -0.98 1.60 -0.94
H -1.22 1.77 0.79
H 0.02 -1.83 1.39
H 1.12 0.72 0.78
H 1.44 -1.24 -0.59
H 0.03 -0.94 -1.47
```

=====

The following is a DFT calculation (the ωB97M-V functional and the def2-TZVPD basis) of the ion C4H6NO with charge +1 in a non-equilibrium geometry.

Results
- Charge: +1
- Multiplicity: 3
- Highest occupied orbital energy (alpha / beta): -11.803 / -17.154 eV
- Relative energy (zero: lowest compared OMol25 entry of this formula, charge and spin): 30.9 kcal per mole
- Gap between HOMO and LUMO (alpha / beta): 6.381 / 8.617 eV
- LUMO level (alpha / beta): -5.42 / -8.54 eV

```
12
C4H6NO the ωB97M-V functional and the def2-TZVPD basis
C -0.53 -1.13 -0.29
C 0.47 0.41 1.07
C 0.41 -0.66 1.90
C 0.24 0.99 -1.29
N -0.02 0.01 -0.20
O 0.47 -1.49 2.69
H -1.12 -1.58 0.55
H -0.92 -1.43 -1.23
H 0.04 1.32 1.41
H -0.11 1.88 -0.87
H 1.33 0.97 -1.50
H -0.24 0.72 -2.22
```

=====

The following is a DFT calculation (the ωB97M-V functional and the def2-TZVPD basis) of the ion C4H6NO with charge +1 in a non-equilibrium geometry.

Results
- Charge: +1
- Multiplicity: 3
- Highest occupied orbital energy (alpha / beta): -10.626 / -15.455 eV
- Relative energy (zero: lowest compared OMol25 entry of this formula, charge and spin): 0.0 kcal per mole
- Gap between HOMO and LUMO (alpha / beta): 6.452 / 8.897 eV
- LUMO level (alpha / beta): -4.17 / -6.56 eV

```
12
C4H6NO the ωB97M-V functional and the def2-TZVPD basis
C -2.74 -0.43 -0.04
C 0.97 -1.01 -0.13
C -1.55 -0.96 0.18
C -0.28 -0.31 0.14
N -0.25 1.17 0.09
O -3.78 0.01 -0.25
H 1.89 -0.47 -0.17
H 0.98 -2.08 -0.13
H -1.55 -2.03 0.33
H -0.41 1.50 -0.88
H 0.67 1.51 0.40
H -0.99 1.58 0.69
```

=====

The following is a DFT calculation (the ωB97M-V functional and the def2-TZVPD basis) of a cluster of 2 separate species, C4H6NO2 in total in a non-equilibrium geometry.

Results
- Charge: -1
- Multiplicity: 3
- Highest occupied orbital energy (alpha / beta): 0.443 / -2.339 eV
- Relative energy (zero: lowest compared OMol25 entry of this formula, charge and spin): 99.9 kcal per mole
- Gap between HOMO and LUMO (alpha / beta): 4.133 / 5.246 eV
- LUMO level (alpha / beta): 4.58 / 2.91 eV

```
13
C4H6NO2 the ωB97M-V functional and the def2-TZVPD basis
C 0.52 0.99 -0.26
C 1.64 1.70 -0.12
C 0.83 -0.33 -0.33
C -0.29 -1.35 -0.24
N 2.06 -0.48 0.05
O 2.81 -1.43 0.04
O 2.64 0.79 0.13
H -0.45 1.46 -0.29
H 1.97 2.71 -0.19
H -1.22 0.63 1.12
H 0.04 -2.32 0.12
H -0.72 -1.50 -1.30
H -1.11 -0.80 0.31
```

=====

The following is a DFT calculation (the ωB97M-V functional and the def2-TZVPD basis) of the ion C4H6NO2 with charge +1 in a non-equilibrium geometry.

Results
- Charge: +1
- Highest occupied orbital energy: -16.031 eV
- Relative energy (zero: lowest compared OMol25 entry of this formula, charge and spin): 83.5 kcal per mole
- Gap between HOMO and LUMO: 9.918 eV
- LUMO level: -6.11 eV

```
13
C4H6NO2 the ωB97M-V functional and the def2-TZVPD basis
C 1.26 -0.81 -1.02
C 0.26 -0.08 -0.22
C 0.02 1.23 -0.21
N -1.21 1.41 0.83
O -1.77 2.40 1.11
O -1.50 0.23 1.30
C -0.65 -0.76 0.75
H 1.26 -1.87 -0.78
H 2.26 -0.40 -0.87
H 1.03 -0.69 -2.08
H 0.40 2.12 -0.66
H -1.28 -1.54 0.29
H -0.09 -1.24 1.56
```

=====

The following is a DFT calculation (the ωB97M-V functional and the def2-TZVPD basis) of a cluster of 3 separate species, C4H6NO3 in total in a non-equilibrium geometry.

Results
- Charge: -1
- Highest occupied orbital energy: -3.193 eV
- Relative energy (zero: lowest compared OMol25 entry of this formula, charge and spin): 230.3 kcal per mole
- Gap between HOMO and LUMO: 3.149 eV
- LUMO level: -0.04 eV

```
14
C4H6NO3 the ωB97M-V functional and the def2-TZVPD basis
O -0.68 -0.38 3.23
C 1.93 -0.74 -0.76
O 2.24 -0.87 -1.86
C 2.08 -0.02 0.38
C -1.52 0.38 -0.81
C -2.82 0.12 -0.36
O -3.86 0.31 -1.01
N 3.04 0.93 0.22
H 1.59 0.05 1.34
H -0.68 0.38 -0.13
H -1.44 0.52 -1.89
H -2.91 -0.10 0.72
H 3.05 1.40 1.12
H -0.46 -0.18 4.15
```

=====

The following is a DFT calculation (the ωB97M-V functional and the def2-TZVPD basis) of the ion C4H6NO4S with charge -1 in a non-equilibrium geometry.

Results
- Charge: -1
- Highest occupied orbital energy: -5.436 eV
- Relative energy (zero: lowest compared OMol25 entry of this formula, charge and spin): 20.2 kcal per mole
- Gap between HOMO and LUMO: 9.113 eV
- LUMO level: 3.68 eV

```
16
C4H6NO4S the ωB97M-V functional and the def2-TZVPD basis
C 0.17 -2.13 0.94
C -0.32 -0.98 0.50
C 0.31 0.00 -0.34
N 0.24 1.27 0.33
C 1.07 1.64 1.25
O 2.15 1.15 1.57
S -0.88 0.18 -1.77
O -2.13 0.50 -1.06
O -0.86 -1.03 -2.56
O -0.50 1.35 -2.53
H -0.54 -2.81 1.27
H 1.15 -2.31 0.97
H -1.40 -0.97 0.47
H 1.27 -0.34 -0.54
H -0.44 1.89 -0.09
H 0.71 2.57 1.60
```

=====

The following is a DFT calculation (the ωB97M-V functional and the def2-TZVPD basis) of an isolated molecule of C4H6NOP in a non-equilibrium geometry.

Results
- Charge: 0
- Highest occupied orbital energy (alpha / beta): -8.358 / -8.359 eV
- Relative energy (zero: lowest compared OMol25 entry of this formula, charge and spin): 42.0 kcal per mole
- Gap between HOMO and LUMO (alpha / beta): 7.503 / 7.505 eV
- LUMO level (alpha / beta): -0.86 / -0.85 eV

```
13
C4H6NOP the ωB97M-V functional and the def2-TZVPD basis
C 0.41 0.97 0.33
C 1.17 0.83 1.41
C -0.10 -0.26 -0.35
C -0.71 -1.25 0.64
N 1.64 -0.27 1.98
O 0.42 -3.33 2.33
P 0.62 -1.83 1.85
H 0.24 1.95 -0.09
H 1.62 1.68 1.93
H -0.84 0.02 -1.11
H 0.74 -0.73 -0.88
H -1.50 -0.76 1.22
H -1.14 -2.11 0.12
```